[1]
# C7H10N2O3S

A single C7H10N2O3S molecule (ωB97M-V/def2-TZVPD, OMol25).

CARTESIAN COORDINATES (ANGSTROEM)
S (-2.79181, -0.08247, 0.08743)
O (-3.46053, 1.21739, 0.02061)
O (-2.71979, -0.85592, -1.13802)
O (-3.17341, -0.96186, 1.19768)
N (1.22855, -0.91418, -0.03170)
N (-1.10570, 2.46124, -0.01159)
C (3.37521, 0.30824, 0.05272)
C (1.85119, 0.31380, -0.08663)
C (-0.13622, -1.13909, 0.06296)
C (-0.37172, 1.37528, 0.02933)
C (-0.82505, -2.40525, 0.14239)
C (-1.00398, 0.18525, 0.27926)
C (1.04792, 1.42784, -0.11467)
H (-0.14941, -3.16424, -0.07588)
H (1.82415, -1.64558, -0.24287)
H (1.44913, 2.32792, -0.45210)
H (-0.83003, 3.29892, -0.47019)
H (3.43624, -0.20912, 0.99678)
H (3.72960, 1.29995, -0.02249)
H (3.66112, -0.25861, -0.87910)
H (-1.25923, -2.58508, 1.05682)
H (-2.06404, 2.22646, 0.16359)
H (-1.71219, -2.22088, -0.56433)

Relative energy (zero: lowest compared OMol25 entry of this formula, charge and spin) = 0.0 kJ/mol
Net charge = 0
<S²> = 2.019
HOMO level (spin up / spin down) = -6.079 / -9.474 eV
Multiplicity = 3

---

[2]
# C7H10N2O4PmS

C7H10N2O4PmS as an isolated structure (ωB97M-V/def2-TZVPD, OMol25).

CARTESIAN COORDINATES (ANGSTROEM)
Pm (0.24900, 1.60431, -1.63295)
S (0.40109, 2.16352, 1.07602)
O (-3.04326, 0.70808, -2.86891)
O (0.28172, 0.39361, -5.01741)
O (0.25643, 4.20815, -4.12441)
O (3.46637, 0.66495, -2.98528)
N (1.08270, -0.27249, 1.99737)
N (-1.21485, 0.11455, 1.81730)
C (2.43518, 0.93564, -2.53409)
C (0.25072, 3.43656, -3.26339)
C (0.24941, 0.76500, -3.91876)
C (0.98563, -1.73866, 2.12780)
C (0.07659, 0.56235, 1.67827)
C (-1.64109, -0.46579, 3.10503)
C (-1.99178, 0.96534, -2.45322)
H (-2.26743, 0.24071, 3.65524)
H (-1.89743, 0.79149, 1.46329)
H (1.68301, -2.21579, 1.41911)
H (0.16341, -3.37533, -1.16475)
H (2.01486, 0.11293, 1.83876)
H (-0.79764, -0.72949, 3.73344)
H (-2.22399, -1.36578, 2.91053)
H (1.25671, -2.03091, 3.15301)
H (0.25186, -3.39144, -1.91620)
H (-0.02721, -2.08149, 1.90422)

Relative energy (zero: lowest compared OMol25 entry of this formula, charge and spin) = 0.0 kJ/mol
Net charge = +3
<S²> = 6.010
HOMO level (spin up / spin down) = -19.970 / -19.988 eV
Multiplicity = 5

---

[3]
# C7H10N3

An isolated ion of composition C7H10N3 and charge +1 (ωB97M-V/def2-TZVPD, OMol25).

CARTESIAN COORDINATES (ANGSTROEM)
N (1.12044, -4.26986, 2.61513)
N (-0.31324, 1.76604, -0.58316)
N (0.78445, -0.28669, -0.25857)
C (0.79367, -1.27385, 0.40146)
C (0.84419, -2.49685, 0.90079)
C (-1.22800, -0.38302, -1.57156)
C (-0.34424, 0.37948, -0.86641)
C (0.99189, 2.26839, -0.32198)
C (1.11970, -3.31330, 1.78829)
C (-1.43834, 2.51403, -0.82106)
H (-0.97822, -1.43095, -1.64225)
H (1.60125, -4.21078, 3.46938)
H (0.65134, -5.13796, 2.39372)
H (-2.05763, 2.12685, -1.49047)
H (-2.12620, 2.64119, 0.01582)
H (0.81409, 3.27776, -0.61242)
H (-2.01134, 0.05498, -2.23726)
H (-1.30694, 3.57899, -1.11036)
H (1.18333, 2.29773, 0.73598)
H (1.89978, 1.89781, -0.80505)

Relative energy (zero: lowest compared OMol25 entry of this formula, charge and spin) = 526.1 kJ/mol
Net charge = +1
HOMO level = -11.429 eV
Structure (SMILES) = C=C([N+]#CC#CN)N(C)C
Multiplicity = 1

---

[4]
# C7H10N3O2

A 2-piece molecular cluster, C7H10N3O2 overall (ωB97M-V/def2-TZVPD, OMol25).

CARTESIAN COORDINATES (ANGSTROEM)
O (-1.41273, 1.19025, 0.88117)
O (-4.02766, 0.94355, 0.14175)
N (-3.09068, 0.03568, -0.19202)
N (-0.38691, -0.93809, -0.92808)
N (-1.97897, 0.14830, 0.16394)
C (0.69550, -0.29036, -0.37726)
C (2.54090, 0.04156, 1.12842)
C (2.30088, 1.53336, -0.79436)
C (1.37559, -0.64387, 0.83618)
C (1.24640, 0.77208, -1.18408)
C (2.99447, 1.13437, 0.36745)
C (-1.01502, -2.20228, -0.52198)
H (-0.99520, -2.59777, 0.40348)
H (2.87988, -0.15975, 2.13003)
H (0.93204, 1.04509, -2.12132)
H (-4.97493, 0.65294, -0.02087)
H (-2.03432, 1.73974, 1.38003)
H (3.83204, 1.80789, 0.74997)
H (2.66737, 2.30825, -1.45984)
H (-0.59478, -2.89939, -1.22685)
H (-2.06318, -2.09155, -0.84222)
H (1.10932, -1.53001, 1.48646)

Relative energy (zero: lowest compared OMol25 entry of this formula, charge and spin) = 680.9 kJ/mol
Net charge = +1
HOMO level (spin up / spin down) = -13.796 / -13.796 eV
Multiplicity = 1

---

[5]
# C7H10N3O2

An isolated ion of composition C7H10N3O2 and charge +1 (ωB97M-V/def2-TZVPD, OMol25).

CARTESIAN COORDINATES (ANGSTROEM)
O (-1.92769, 1.73496, -2.22738)
O (1.81241, -1.10481, 2.23021)
N (-0.91143, -0.56929, -1.55459)
N (-1.27072, 2.82281, -0.35552)
N (-0.74949, 0.52974, -0.62474)
C (0.65401, -0.97373, 0.07053)
C (0.21574, -1.42165, -1.25179)
C (0.50775, 0.76630, 1.68755)
C (0.18959, 0.20884, 0.41067)
C (1.64794, -1.74246, 0.94692)
C (-1.27598, 1.67591, -1.06231)
C (1.30253, 0.10427, 2.57228)
H (2.66745, -2.03418, 0.61581)
H (0.93868, -2.54113, 1.23915)
H (0.18042, -2.54860, -1.53632)
H (-1.78501, -1.22893, -1.36019)
H (1.54022, 0.46392, 3.54684)
H (-0.00555, 1.70948, 1.97050)
H (1.09392, -1.07376, -1.82931)
H (-1.90993, 3.59488, -0.58541)
H (-1.72308, 0.97444, -2.79583)
H (-1.25968, 2.64074, 0.62518)

Relative energy (zero: lowest compared OMol25 entry of this formula, charge and spin) = 269.7 kJ/mol
Net charge = +1
HOMO level = -11.508 eV
Structure (SMILES) = [NH2+]=C(O)N1NCC2=C1C=COC2
Multiplicity = 1

---

[6]
# C7H10N3O2P3

C7H10N3O2P3 as an isolated structure (ωB97M-V/def2-TZVPD, OMol25).

CARTESIAN COORDINATES (ANGSTROEM)
P (-0.57298, 0.87143, 1.45398)
P (-0.90338, 4.00812, 1.68694)
P (1.42084, 2.62643, 2.60258)
O (-0.77270, 0.48897, -0.08417)
O (1.58663, -0.53667, 1.98247)
N (-1.32430, 2.40488, 1.22401)
N (1.09439, 1.61286, 1.22392)
N (0.53008, 3.91746, 2.22956)
C (-0.63529, -2.94048, -1.17194)
C (-1.20883, -0.49934, -2.16491)
C (-0.95317, -2.86008, -2.50841)
C (-1.23505, -1.60522, -2.98668)
C (1.92795, 0.48994, 1.02814)
C (-0.84450, -0.65969, -0.82418)
C (-0.48491, -1.88800, -0.25692)
H (-1.43730, 0.54111, -2.43284)
H (-2.22940, 2.16918, 0.91423)
H (2.98448, 0.86277, 1.27071)
H (2.22132, -1.19469, 1.87796)
H (-1.06925, -3.68921, -3.25234)
H (-1.48738, -1.53981, -4.05565)
H (-0.48625, -2.07485, 0.81611)
H (-0.59604, -3.94401, -0.82649)
H (2.61858, 3.29449, 2.22403)
H (1.85648, 0.14441, 0.02988)

Relative energy (zero: lowest compared OMol25 entry of this formula, charge and spin) = 128.0 kJ/mol
Net charge = 0
HOMO level = -7.947 eV
Multiplicity = 1

---

[7]
# C7H10N3OS

An isolated ion of composition C7H10N3OS and charge +1 (ωB97M-V/def2-TZVPD, OMol25).

CARTESIAN COORDINATES (ANGSTROEM)
S (-2.24426, -1.50868, 0.64529)
O (3.81934, 0.57140, 0.50498)
N (-0.13523, -1.83150, 1.05122)
N (-1.26051, 0.71640, -0.24969)
N (1.97509, 0.00989, -0.82516)
C (1.95160, -0.45456, 1.43668)
C (-1.77775, 1.93463, 0.29334)
C (-1.10904, -0.52770, -0.55308)
C (-0.86277, 1.95332, -0.86475)
C (-2.59954, -2.83933, -0.26086)
C (0.82038, -1.22047, 1.32389)
C (2.59379, 0.04744, 0.35006)
H (-1.37110, 2.13379, 1.30768)
H (1.05772, -0.46655, -0.83996)
H (2.40255, -0.20339, 2.35467)
H (-2.86788, 2.25645, 0.29404)
H (-3.45497, -3.41942, 0.13493)
H (-1.13550, 2.18896, -1.81448)
H (4.01033, 0.93617, -0.44967)
H (2.28419, 0.34965, -1.72406)
H (0.19609, 2.19198, -0.78985)
H (-2.29253, -2.81848, -1.32519)

Relative energy (zero: lowest compared OMol25 entry of this formula, charge and spin) = 708.2 kJ/mol
Net charge = +1
HOMO level = -12.149 eV
Structure (SMILES) = C=S(#CN1CC1)N=C=CC(=[NH2+])O
Multiplicity = 1

---

[8]
# C7H10N3S

An isolated ion of composition C7H10N3S and charge +1 (ωB97M-V/def2-TZVPD, OMol25).

CARTESIAN COORDINATES (ANGSTROEM)
S (0.49109, 1.89686, 2.18003)
N (-0.56478, 0.36394, -0.56861)
N (0.89542, -0.77624, 1.29163)
N (-0.61120, -1.01161, -0.32579)
C (-1.73606, 0.99677, -0.20976)
C (-1.95599, 2.28478, -0.54712)
C (1.16560, 0.49255, 1.38888)
C (0.16179, -1.56037, 0.64474)
C (2.01662, 1.56931, 1.10361)
C (2.92699, 2.17827, 0.41740)
C (0.27796, -3.08488, 0.66802)
H (-2.67735, 3.00801, -0.19698)
H (3.69726, 1.60198, 0.01998)
H (-2.33955, 0.49604, 0.52728)
H (-1.27003, 2.57585, -1.44996)
H (3.23667, 3.21841, 0.47834)
H (-1.28055, -1.57042, -0.91190)
H (0.34054, -3.24364, 1.79049)
H (-0.61266, -3.69752, 0.26606)
H (0.01185, 0.80133, -1.34730)
H (1.31020, -3.37460, 0.02788)

Relative energy (zero: lowest compared OMol25 entry of this formula, charge and spin) = 414.0 kJ/mol
Net charge = +1
HOMO level = -12.215 eV
Multiplicity = 1

---

Question: Number 5 is which compound?
Answer: C7H10N3O2

---

Question: Which value of multiplicity does entry 2 give?
Answer: 5

---

Question: Look up the relative energy (zero: lowest compared OMol25 entry of this formula, charge and spin) of the seventh one.
Answer: 708.2 kJ/mol

---

Repeat the eighth record exactly.
# C7H10N3S

An isolated ion of composition C7H10N3S and charge +1 (ωB97M-V/def2-TZVPD, OMol25).

CARTESIAN COORDINATES (ANGSTROEM)
S (0.49109, 1.89686, 2.18003)
N (-0.56478, 0.36394, -0.56861)
N (0.89542, -0.77624, 1.29163)
N (-0.61120, -1.01161, -0.32579)
C (-1.73606, 0.99677, -0.20976)
C (-1.95599, 2.28478, -0.54712)
C (1.16560, 0.49255, 1.38888)
C (0.16179, -1.56037, 0.64474)
C (2.01662, 1.56931, 1.10361)
C (2.92699, 2.17827, 0.41740)
C (0.27796, -3.08488, 0.66802)
H (-2.67735, 3.00801, -0.19698)
H (3.69726, 1.60198, 0.01998)
H (-2.33955, 0.49604, 0.52728)
H (-1.27003, 2.57585, -1.44996)
H (3.23667, 3.21841, 0.47834)
H (-1.28055, -1.57042, -0.91190)
H (0.34054, -3.24364, 1.79049)
H (-0.61266, -3.69752, 0.26606)
H (0.01185, 0.80133, -1.34730)
H (1.31020, -3.37460, 0.02788)

Relative energy (zero: lowest compared OMol25 entry of this formula, charge and spin) = 414.0 kJ/mol
Net charge = +1
HOMO level = -12.215 eV
Multiplicity = 1